This record from OMol25 describes a molecular structure, C4H2FLiO4Tl in a non-equilibrium geometry. The level of theory is wB97M-V/def2-TZVPD.

Cartesian coordinates (Å):
Tl -0.940 2.477 2.886
F 1.817 -0.127 -0.095
O -0.377 -3.709 1.542
O 0.219 2.341 0.171
O -0.260 0.352 0.848
O -0.947 -3.088 -0.548
C 0.430 1.503 -1.028
C -0.947 -3.509 0.544
C -0.224 1.609 1.129
C 0.481 0.089 -0.510
Li -0.189 -1.483 -1.753
H 1.360 1.830 -1.503
H -0.424 1.714 -1.682

Values from the calculation:
ΔE to the lowest compared entry with this formula, charge and spin	7.6	kcal/mol
Kohn-Sham gap (alpha / beta)	5.53 / 5.61	eV
highest occupied orbital energy (alpha / beta)	-22.58 / -22.60	eV
net charge	+3

This record from OMol25 describes 3 unconnected molecules or ions with the total composition C11H31BClO5P2S2 in a non-equilibrium geometry. The level of theory is wB97M-V/def2-TZVPD.

Cartesian coordinates (Å):
Cl -2.877 0.297 -1.831
S 3.171 -6.720 1.783
S -1.711 4.704 2.570
P 0.943 0.269 -0.922
P -0.745 -2.423 -1.220
O 4.307 -5.762 1.761
O -1.191 3.514 3.288
O 0.600 -3.117 -0.590
O -1.406 -3.378 -2.111
O -1.649 -2.161 0.108
C 2.244 1.206 -1.856
C -1.027 1.180 -3.684
C 3.418 1.580 -0.944
C -1.422 -0.054 -2.879
C 1.840 -6.013 0.808
C -2.470 4.105 1.056
C -3.248 5.174 3.380
C -0.034 1.466 0.092
C -0.312 0.967 1.522
C 2.353 -6.521 3.374
C -1.004 2.522 -2.960
B -0.182 -0.795 -2.098
H 0.569 2.370 0.182
H 3.477 0.886 -0.113
H -3.732 5.967 2.809
H 3.035 -6.870 4.146
H 1.442 -7.119 3.389
H -1.101 3.315 -3.699
H 3.298 2.570 -0.514
H -0.067 -0.088 1.616
H 1.886 2.100 -2.363
H 2.122 -5.468 3.534
H -3.901 4.304 3.455
H 0.299 1.494 2.241
H -1.348 1.142 1.783
H 0.540 -1.204 -2.980
H -0.066 2.702 -2.446
H 0.800 -2.630 0.233
H -1.712 1.280 -4.524
H -2.976 4.930 0.553
H -1.678 3.716 0.418
H 2.152 -5.994 -0.233
H -1.797 -0.778 -3.591
H -0.043 1.009 -4.113
H -1.388 -1.333 0.546
H 0.952 -6.639 0.910
H 1.628 -4.999 1.139
H -3.003 5.537 4.376
H -0.969 1.779 -0.362
H 2.617 0.505 -2.594
H 4.368 1.526 -1.469
H -1.827 2.641 -2.266
H -3.175 3.307 1.290

Values from the calculation:
ΔE to the lowest compared entry with this formula, charge and spin	0.0	kcal/mol
Kohn-Sham gap	6.21	eV
highest occupied orbital energy	-3.97	eV
net charge	-1

This record from OMol25 describes 7 unconnected molecules or ions with the total composition H14O7 in a non-equilibrium geometry. The level of theory is wB97M-V/def2-TZVPD.

Cartesian coordinates (Å):
O 0.117 -1.167 -1.746
O -2.898 0.488 0.358
O 2.383 -0.514 -0.525
O 1.271 1.801 0.377
O -1.216 -1.638 0.670
O -0.808 1.368 -1.164
O 1.000 -0.455 1.888
H 2.144 -0.727 0.398
H 0.291 -1.666 -2.569
H 1.554 2.739 0.367
H -1.649 1.197 -0.657
H 0.452 1.738 -0.220
H -0.617 0.525 -1.638
H 1.181 -0.545 2.850
H 1.010 0.513 1.674
H 2.293 0.464 -0.507
H -2.349 -0.324 0.580
H -2.859 0.996 1.193
H -0.775 -1.622 -0.212
H -0.487 -1.339 1.229
H 1.014 -1.013 -1.348

Values from the calculation:
ΔE to the lowest compared entry with this formula, charge and spin	1.8	kcal/mol
Kohn-Sham gap	11.37	eV
SMILES	O.O.O.O.O.O.O
highest occupied orbital energy	-11.07	eV

This record from OMol25 describes a single C3H5NO2S molecule in a non-equilibrium geometry. The level of theory is wB97M-V/def2-TZVPD.

Cartesian coordinates (Å):
S -0.505 0.368 1.076
O 0.028 -0.015 2.353
O -0.464 1.754 0.669
N 0.457 0.146 -2.233
C -1.375 -0.708 0.235
C 1.465 -0.034 0.112
C 0.908 0.002 -1.120
H -2.055 -1.202 0.871
H -1.772 -0.247 -0.580
H 1.632 -0.999 0.668
H -0.421 0.205 -2.669
H 2.101 0.731 0.618

Values from the calculation:
ΔE to the lowest compared entry with this formula, charge and spin	117.0	kcal/mol
Kohn-Sham gap	9.18	eV
highest occupied orbital energy	-9.06	eV

This record from OMol25 describes a molecular structure, CBrClF3N in a non-equilibrium geometry. The level of theory is wB97M-V/def2-TZVPD.

Cartesian coordinates (Å):
Br -3.238 0.805 -0.722
Cl -1.721 -1.570 0.111
F 2.872 0.731 -0.162
F 1.325 -0.718 -0.761
F 1.241 0.342 1.239
N -2.059 0.014 0.360
C 1.581 0.396 -0.065

Values from the calculation:
ΔE to the lowest compared entry with this formula, charge and spin	66.7	kcal/mol
Kohn-Sham gap (alpha / beta)	8.81 / 8.84	eV
highest occupied orbital energy (alpha / beta)	-10.27 / -9.68	eV

This record from OMol25 describes 5 unconnected molecules or ions with the total composition C24H42F5N3O21PS4Si. The level of theory is wB97M-V/def2-TZVPD.

Cartesian coordinates (Å):
S 8.233 -5.581 2.273
S -2.047 -5.774 -1.337
S 5.287 8.563 -5.276
S 1.983 -3.517 2.986
P -2.998 0.511 -3.425
Si -1.903 -0.700 4.499
F -3.351 -0.702 0.185
F -1.260 -1.140 -2.407
F -0.340 3.505 0.921
F -1.952 -2.351 0.560
F -0.156 -1.126 -0.570
O -5.242 3.838 -2.918
O -0.023 5.401 -1.079
O 5.311 8.067 -6.601
O 2.806 -4.526 3.554
O 2.744 -2.863 1.743
O 6.199 7.613 -4.369
O 3.888 8.186 -4.586
O -0.968 -4.858 -1.489
O -3.379 -5.292 -1.323
O -1.758 -6.652 -0.045
O 8.669 -6.868 2.672
O 0.812 -4.206 2.165
O 5.565 9.920 -4.987
O 1.566 5.156 -2.489
O -3.866 -0.569 -2.540
O -0.839 -0.230 3.280
O 7.976 -4.709 3.586
O 1.447 -2.474 3.781
O -1.931 -6.939 -2.406
O 8.963 -4.820 1.325
O 6.711 -5.647 1.788
N 0.465 4.870 -2.335
N -1.474 3.503 -0.985
N -4.191 1.560 -4.009
C -1.478 0.777 -1.024
C -1.422 -8.142 -1.796
C -4.075 4.526 -2.487
C -2.159 2.882 -2.002
C -2.187 1.493 -2.022
C -4.121 5.986 -2.954
C -2.478 -1.571 -0.406
C 2.278 -3.455 0.516
C -3.214 0.602 4.840
C 0.820 -3.746 0.797
C -0.163 0.884 1.270
C -0.895 2.789 -0.017
C 6.674 -4.109 3.532
C -2.819 3.786 -3.010
C 5.833 -5.134 2.803
C -2.788 -2.232 3.880
C 4.045 7.077 -3.698
C -1.901 -8.051 -0.360
C -1.344 -0.755 -1.109
C -1.008 -1.047 6.093
C -0.851 1.430 0.038
C -1.132 0.876 2.478
C 5.475 7.193 -3.207
C -1.342 4.970 -0.841
H 4.952 -4.704 2.340
H -1.815 -9.005 -2.323
H -1.328 -0.316 6.837
H 5.536 -5.952 3.460
H -1.301 -2.021 6.479
H 6.323 -3.911 4.540
H -0.334 -8.132 -1.863
H -1.017 1.815 3.027
H -4.069 4.505 -1.390
H 0.638 1.582 1.509
H -5.159 6.310 -2.943
H 0.304 -0.078 1.159
H -5.982 4.165 -2.397
H 3.887 6.153 -4.259
H -2.985 -2.202 -1.130
H -2.160 0.843 2.099
H -3.759 -1.973 3.458
H 0.073 -0.978 6.003
H 0.220 -2.842 0.735
H -3.573 1.157 3.976
H -4.811 0.999 -4.588
H -2.918 -2.942 4.694
H -3.728 6.089 -3.962
H -2.029 5.485 -1.487
H -2.203 -2.699 3.088
H -2.092 4.554 -3.277
H -3.014 3.246 -3.926
H 5.575 7.956 -2.434
H 0.401 -4.502 0.147
H -4.777 2.003 -3.305
H -4.074 0.047 5.223
H 6.745 -3.172 2.975
H -2.923 1.289 5.633
H 3.316 7.151 -2.897
H -2.952 -8.324 -0.262
H 2.421 -2.749 -0.296
H -1.560 5.236 0.187
H -1.302 -8.638 0.328
H -4.348 -0.170 -1.802
H 2.847 -4.365 0.316
H 5.881 6.252 -2.848
H -3.602 6.662 -2.276

Values from the calculation:
Kohn-Sham gap	7.37	eV
highest occupied orbital energy	-12.06	eV
net charge	+1

This record from OMol25 describes 2 unconnected molecules or ions with the total composition C10H16 in a non-equilibrium geometry. The level of theory is wB97M-V/def2-TZVPD.

Cartesian coordinates (Å):
C -2.788 -0.349 -0.848
C 1.522 1.167 2.316
C -2.219 0.160 -1.996
C -0.776 -1.620 -0.456
C -2.057 -1.260 -0.094
C 1.994 1.156 0.860
C 0.016 1.173 2.507
C -0.921 -0.187 -2.368
C 1.276 -1.395 -1.842
C -0.166 -1.034 -1.582
H 1.940 0.345 2.897
H 1.899 2.069 2.756
H -2.745 0.890 -2.602
H -0.277 0.504 3.322
H 2.695 1.929 0.553
H 1.364 -2.040 -2.721
H 1.842 -0.491 -2.052
H -0.499 0.299 -3.242
H -0.411 2.130 2.821
H -0.104 -2.162 0.199
H -3.785 -0.035 -0.579
H 2.451 0.214 0.549
H 1.105 1.256 0.227
H -2.540 -1.680 0.779
H 1.726 -1.925 -1.014
H -0.543 0.887 1.611

Values from the calculation:
ΔE to the lowest compared entry with this formula, charge and spin	11.5	kcal/mol
Kohn-Sham gap	10.10	eV
SMILES	Cc1ccccc1.CCC
highest occupied orbital energy	-9.07	eV

This record from OMol25 describes 9 unconnected molecules or ions with the total composition C38H101N7O14 in a non-equilibrium geometry. The level of theory is wB97M-V/def2-TZVPD.

Cartesian coordinates (Å):
O -2.871 7.018 -3.741
O -0.492 -1.075 11.530
O -5.386 -6.198 0.072
O 0.937 9.798 -8.379
O 6.726 -6.617 4.506
O 3.557 7.295 -5.277
O 0.823 -1.227 -0.591
O 6.248 -1.190 0.107
O -2.951 4.746 8.467
O 4.582 -6.263 -0.564
O -1.953 -1.142 -10.704
O -5.051 -6.277 4.057
O 4.624 -6.146 7.382
O -5.143 4.287 -4.004
N -1.223 4.578 6.106
N 6.396 -4.017 -0.376
N 0.436 1.338 -12.132
N -7.282 -6.368 2.332
N 0.533 -0.624 3.138
N 1.413 7.364 -7.096
N 2.191 -1.152 9.111
C -2.531 5.207 6.145
C -1.913 -2.174 -9.797
C -1.688 -1.804 11.691
C 0.808 -1.320 1.919
C 2.986 6.112 -5.625
C -7.218 -5.421 3.492
C -0.838 0.833 -11.627
C 0.244 -0.690 0.654
C -4.006 4.988 -3.578
C 0.742 7.439 -8.384
C 1.485 -0.656 10.257
C 1.427 0.823 10.272
C 0.350 11.116 -8.234
C -0.677 -0.634 -11.088
C 4.545 -5.215 -1.587
C 0.079 -1.333 10.313
C -7.596 -5.755 1.019
C -4.196 -6.699 5.146
C -3.162 5.229 4.794
C -3.432 4.491 7.145
C -1.844 0.879 -12.794
C 0.101 -0.924 -1.713
C 4.944 7.449 -5.713
C 2.317 6.212 -7.043
C 6.047 -4.664 -1.623
C -4.256 -5.632 -0.569
C 5.567 -0.017 -0.180
C -6.305 -5.102 0.330
C 5.830 -6.481 6.780
C 7.089 -1.676 -0.952
C -4.174 6.501 -3.936
C -0.044 8.758 -8.554
C 7.568 -3.072 -0.486
C -6.319 -5.909 4.586
C 3.397 -7.109 -0.546
C 0.228 -2.645 2.305
C -3.727 4.045 9.465
C 5.683 -6.142 5.286
H 3.128 6.291 -7.767
H -4.274 -7.786 5.161
H -2.967 -2.431 -9.697
H -0.250 11.498 -9.061
H -0.830 -0.782 0.815
H 1.690 -0.781 8.317
H -0.556 5.257 5.766
H 8.405 -3.519 -1.023
H 2.470 1.130 10.357
H 4.748 -0.227 -0.867
H 0.314 0.082 -2.075
H 1.182 11.819 -8.227
H -6.196 -5.098 5.304
H 0.046 -2.397 10.078
H -4.075 4.795 -2.507
H -0.424 -0.724 3.447
H 4.263 -5.669 -2.537
H -0.861 -2.629 2.258
H -4.436 6.540 -4.994
H -4.801 4.214 9.534
H -4.943 6.925 -3.291
H 0.563 0.334 2.820
H -6.632 -4.615 -0.588
H -4.459 4.850 7.208
H 4.465 -5.200 7.386
H 7.914 -0.991 -1.145
H 0.763 0.860 -12.960
H -3.152 -6.542 4.874
H -0.068 -1.309 -11.689
H -1.920 1.906 -13.151
H 2.250 5.821 -4.876
H 3.634 5.239 -5.551
H 0.452 -1.605 -2.489
H 5.673 -3.327 -0.232
H -0.968 -1.059 -1.551
H 3.049 -0.626 9.018
H -0.006 6.648 -8.436
H 4.811 -6.648 4.871
H -6.413 -6.876 2.243
H -6.724 -6.838 4.987
H -0.934 4.466 7.067
H 0.556 -2.983 3.288
H -1.145 1.418 -10.760
H -6.789 -4.483 3.139
H -0.089 -0.589 -10.171
H 6.703 -6.166 3.658
H -2.283 -1.855 10.779
H 5.448 -5.087 5.151
H 0.422 0.385 0.624
H 2.008 -1.052 11.127
H -8.402 -5.033 1.154
H -4.538 -5.098 -1.476
H -4.488 -6.241 6.091
H -3.015 4.253 4.331
H -1.451 -2.820 12.007
H -4.232 5.410 4.898
H -2.556 6.272 6.377
H 1.892 -1.410 1.856
H 2.447 -6.617 -0.339
H 5.147 7.035 -6.701
H 1.517 7.270 -9.131
H 5.035 0.259 0.731
H 6.054 -3.896 -2.397
H 1.062 1.225 9.327
H 6.739 -5.424 -1.986
H 6.572 -1.690 -1.912
H -3.113 4.584 -4.054
H -5.857 -4.343 0.971
H -8.229 -5.171 3.815
H 3.844 -4.401 -1.405
H -1.591 0.233 -13.635
H 6.190 0.836 -0.449
H -1.487 -2.038 -8.803
H -2.822 0.561 -12.432
H -0.160 11.220 -7.276
H -3.614 3.009 9.145
H 1.196 1.062 -11.528
H -0.829 8.808 -7.799
H 1.851 5.255 -7.277
H 5.599 7.002 -4.965
H -3.526 3.410 7.043
H -8.090 -6.511 0.409
H -3.871 -4.913 0.154
H 0.791 1.263 11.040
H -2.710 5.954 4.117
H 5.256 8.493 -5.733
H 1.862 8.253 -6.926
H 0.505 -3.455 1.630
H -0.534 -0.894 9.526
H 6.626 -5.850 7.174
H 6.053 -7.488 7.131
H -0.559 8.825 -9.512
H -2.287 -1.388 12.501
H 3.505 -8.052 -0.010
H -4.870 3.963 -4.865
H -3.496 -6.405 -0.682
H -2.338 6.714 -4.480
H 7.836 -3.122 0.570
H -3.234 3.967 10.434
H 3.329 -7.599 -1.517
H -1.395 -2.999 -10.285

Values from the calculation:
ΔE to the lowest compared entry with this formula, charge and spin	58.7	kcal/mol
Kohn-Sham gap	8.66	eV
SMILES	COC[C@H](C)N.COC[C@H](C)N.COC[C@H](C)N.COC[C@H](C)N.COCCNCCOC.COCCNCCOC.COCCNCCOC.OCCO.OCCO
highest occupied orbital energy	-8.44	eV

This record from OMol25 describes a single C18H24N2O5S molecule in a non-equilibrium geometry. The level of theory is wB97M-V/def2-TZVPD.

Cartesian coordinates (Å):
S -1.517 -0.884 3.368
O -0.525 1.102 -3.167
O -0.541 -0.867 4.427
O -2.766 -0.222 3.599
O 1.844 3.251 -7.095
O 3.174 3.653 -5.328
N -1.851 -2.432 2.826
N 0.977 1.485 -1.485
C -0.205 -3.971 3.954
C -3.045 -3.032 3.386
C 1.064 0.920 0.832
C -0.758 -0.191 1.901
C -0.912 0.341 -0.429
C 4.103 4.339 -6.170
C 5.040 3.369 -6.875
C 2.084 3.145 -5.919
C -2.319 -4.662 5.253
C -1.148 -5.101 4.367
C 0.362 0.910 -0.375
C 1.476 2.276 -3.669
C -0.672 -3.252 2.684
C -1.465 -0.205 0.714
C 1.198 2.448 -4.961
C 0.526 1.561 -2.777
C 0.504 0.370 1.968
C -2.939 -3.309 4.889
H -3.838 -2.303 3.212
H 4.474 2.727 -7.545
H -3.089 -5.436 5.202
H 5.769 3.927 -7.455
H 3.545 4.928 -6.905
H -0.582 -5.860 4.912
H 5.561 2.751 -6.148
H -1.983 -4.608 6.290
H 1.881 1.895 -1.294
H -0.868 -3.988 1.895
H 2.395 2.657 -3.247
H -1.531 -5.580 3.462
H 0.277 2.061 -5.376
H 0.783 -4.388 3.744
H 2.049 1.364 0.877
H -1.452 0.335 -1.360
H -2.354 -2.496 5.321
H -2.450 -0.643 0.700
H -3.936 -3.257 5.329
H -3.269 -3.942 2.824
H 1.025 0.366 2.913
H 0.116 -2.580 2.334
H 4.652 5.003 -5.500
H -0.096 -3.240 4.755

Values from the calculation:
ΔE to the lowest compared entry with this formula, charge and spin	27.4	kcal/mol
Kohn-Sham gap	8.42	eV
SMILES	CCOC(=O)/C=C/C(=O)Nc1ccc(S(=O)(=O)N2CCCCCC2)cc1
highest occupied orbital energy	-8.99	eV

This record from OMol25 describes a molecular structure, C16H20FP2ReSbSe4 in a non-equilibrium geometry. The level of theory is wB97M-V/def2-TZVPD.

Cartesian coordinates (Å):
Re -0.177 -0.172 0.340
Sb -2.712 -2.727 0.252
Se -3.416 -3.355 -1.950
Se -0.082 -2.476 0.184
Se -3.385 -3.540 2.393
Se -2.488 -0.098 0.263
P -0.168 2.071 -0.524
P 2.076 -0.124 -0.480
F 0.205 0.283 6.596
C 0.606 -1.044 3.264
C 0.184 3.558 0.471
C 3.083 2.091 -3.774
C 2.641 -1.632 -1.323
C -1.671 2.554 -1.430
C 3.091 1.121 -2.791
C -0.942 0.784 3.213
C 2.118 1.135 -1.797
C 0.055 0.115 5.269
C 0.753 -0.891 4.629
C 1.119 3.083 -2.811
C 1.124 2.118 -1.809
C -0.806 0.948 4.580
C 3.514 0.306 0.555
C 2.101 3.072 -3.782
C -0.210 -0.187 2.513
H -1.557 3.539 -1.884
H -0.582 3.666 1.244
H 4.398 0.341 -0.083
H 2.098 3.826 -4.553
H 3.844 2.080 -4.539
H -1.892 1.805 -2.202
H 1.390 -1.552 5.194
H 3.640 -1.502 -1.742
H 3.358 1.272 1.041
H -1.646 1.432 2.689
H 0.345 3.836 -2.843
H -1.371 1.696 5.116
H 1.162 3.466 0.950
H 0.170 4.425 -0.191
H 1.929 -1.899 -2.115
H 3.847 0.350 -2.806
H 3.636 -0.464 1.324
H -2.513 2.576 -0.730
H 1.144 -1.861 2.790
H 2.663 -2.448 -0.594

Values from the calculation:
Kohn-Sham gap (alpha / beta)	5.14 / 5.51	eV
2S+1	2
highest occupied orbital energy (alpha / beta)	-7.23 / -7.23	eV